# 1
Below is an isolated molecule of C5H6O3, with properties calculated with ωB97M-V with the def2-TZVPD basis set.

SMILES string: O=C1OCC=CCO1
2S+1: 1
Gap between HOMO and LUMO in eV: 10.59

```
14
Properties=species:S:1:pos:R:3:forces:R:3
C -1.32399 -0.11538 -0.02676 -3.806 0.433 -2.366
C 0.41559 1.43142 0.53483 -0.596 -2.300 -0.985
C 1.53691 0.83671 -0.34843 3.670 0.490 -0.625
C 2.01761 -0.45992 -0.33241 -2.859 2.782 -0.986
C 1.03010 -1.37912 0.30750 0.687 0.867 1.755
H 0.33091 2.51298 0.56614 0.732 -0.116 0.267
H 0.50767 0.90130 1.57635 -0.721 1.271 -1.789
H 2.23586 1.55363 -0.93787 -1.608 -0.898 1.087
H 2.84441 -0.82135 -0.96908 -0.526 0.348 0.582
H 1.13914 -2.39893 -0.06450 -0.571 0.147 0.251
H 1.36911 -1.30034 1.41760 -1.440 -0.653 -1.397
O -2.50393 -0.46272 -0.24290 3.325 1.332 1.068
O -0.91115 1.15140 -0.18024 1.079 0.405 1.991
O -0.39547 -0.97988 0.12351 2.634 -4.108 1.145
```
Positions in Å, forces in eV/Å.



# 2
Below is a structure of composition C5H6O3Sc, with properties calculated with ωB97M-V with the def2-TZVPD basis set.

Charge: +2
⟨S²⟩: 0.751
2S+1: 2
Gap between HOMO and LUMO (spin up / spin down) in eV: 7.67 / 7.93

```
15
Properties=species:S:1:pos:R:3:forces:R:3
O 3.01255 -0.85610 0.52820 1.433 -3.252 -0.082
C 2.01379 -0.08510 0.63711 -3.114 0.505 1.553
O 1.54190 0.41730 1.64336 0.938 0.121 -1.047
O 1.26436 -0.11760 -0.52205 0.674 0.092 -0.472
C 0.48968 1.02641 -0.78642 -0.142 0.227 -0.206
Sc 2.79546 -2.90761 0.43158 0.682 2.044 0.075
H 1.02643 1.94489 -0.52177 -0.099 -0.214 -0.131
H 0.28565 0.99121 -1.86138 -0.002 0.234 0.262
C -0.82435 1.01597 0.00508 -0.397 0.019 0.228
C -1.61958 -0.13305 -0.08229 -0.396 0.077 -0.432
C -2.40493 -1.13321 -0.15200 -0.028 0.299 0.400
H -1.41467 1.94058 -0.07969 0.023 -0.201 -0.020
H -0.57299 0.94143 1.10238 0.189 0.041 -0.017
H -2.66662 -1.69795 0.75236 0.087 0.009 -0.262
H -2.92670 -1.34717 -1.09446 0.152 -0.001 0.151
```
Positions in Å, forces in eV/Å.



# 3
Below is a structure of composition C5H6O4Zn, with properties calculated with ωB97M-V with the def2-TZVPD basis set.

Charge: +2
2S+1: 1
Gap between HOMO and LUMO (spin up / spin down) in eV: 5.22 / 4.57

```
16
Properties=species:S:1:pos:R:3:forces:R:3
O 2.67181 0.28792 0.35493 0.533 1.405 1.309
C 2.43148 -0.91253 -0.00680 -2.109 -2.312 -2.076
C 1.54879 -1.22303 -1.04554 1.096 -0.412 3.275
O 0.86132 -0.18896 -1.58309 -3.261 4.327 -0.274
Zn 2.20669 1.88328 -0.37607 0.602 -0.058 -0.241
H 2.81192 -1.74970 0.59349 0.596 0.480 -0.317
H 1.26477 -2.23498 -1.32848 0.030 0.348 -0.154
C -2.07494 0.08903 2.07258 0.281 0.303 -0.208
C -1.89531 0.25893 0.77448 -1.589 0.329 0.807
O -0.57831 0.21269 0.28479 2.494 -0.007 -1.662
C -0.23317 0.58148 -0.89375 -0.118 -4.271 0.327
O -1.05153 1.30545 -1.56662 1.065 -0.207 -0.026
H -1.23899 -0.07085 2.75312 -0.248 0.075 -0.105
H -2.66478 0.39195 0.01836 0.299 0.130 0.091
H -3.08250 0.17669 2.47528 0.208 -0.296 -0.115
H -0.97724 1.19263 -2.52669 0.122 0.163 -0.630
```
Positions in Å, forces in eV/Å.



# 4
Below is an isolated molecule of C5H6OS, with properties calculated with ωB97M-V with the def2-TZVPD basis set.

SMILES string: SCc1ccoc1
2S+1: 1
Gap between HOMO and LUMO in eV: 9.55

```
13
Properties=species:S:1:pos:R:3:forces:R:3
C -0.95951 0.21034 0.87781 0.813 0.023 -2.114
C -2.11403 -0.36819 0.48237 0.455 -0.106 1.484
C -0.77860 -0.60847 -1.19741 2.600 0.542 0.360
C -0.06586 0.05514 -0.26587 -0.595 0.756 0.065
C 1.29246 0.63245 -0.41695 0.289 -1.594 3.357
O -1.96434 -0.92117 -0.73520 -2.310 -0.882 -0.537
S 2.53623 -0.71233 0.24810 0.111 1.489 0.460
H -0.68984 0.82143 1.69286 -0.204 0.212 1.085
H -2.99858 -0.56933 1.07129 -0.129 -0.008 -0.595
H -0.31879 -0.93276 -2.10884 -0.928 -0.455 -0.620
H 1.58721 1.02307 -1.34332 0.349 0.190 -1.308
H 1.35287 1.38124 0.36524 0.325 0.438 -0.260
H 3.12079 -0.01142 1.32993 -0.776 -0.606 -1.377
```
Positions in Å, forces in eV/Å.



# 5
Below is an isolated molecule of C5H6OS2, with properties calculated with ωB97M-V with the def2-TZVPD basis set.

SMILES string: C#C[C@H](OC=S)SC
2S+1: 1
Gap between HOMO and LUMO in eV: 8.94

```
14
Properties=species:S:1:pos:R:3:forces:R:3
C 1.18504 2.29788 0.09171 0.666 0.251 -1.947
C -0.03749 -0.20229 0.44502 -0.291 -0.407 -0.061
C -1.66853 -0.64228 -1.20866 1.819 1.341 -0.403
C -0.00071 -1.63670 1.00475 1.477 -3.175 -0.513
C 0.26783 -2.85546 1.16908 0.193 1.622 -0.571
H 0.44722 2.17800 -0.78741 1.311 0.779 1.160
H 2.33979 2.46064 -0.37943 -3.463 0.716 1.415
H 0.72472 3.00833 0.90053 1.432 -1.332 -1.439
H -0.74484 0.47136 0.93507 -0.158 -0.497 0.377
H -2.13830 -0.81894 -0.22583 -0.435 -0.362 -0.826
H 0.64876 -4.00782 1.24666 -1.447 3.740 -0.062
O -0.38707 -0.13243 -0.97911 -1.686 -1.593 0.679
S 1.54710 0.60066 0.52450 0.855 -0.806 1.234
S -2.18352 -0.72094 -2.73689 -0.274 -0.276 0.956
```
Positions in Å, forces in eV/Å.



# 6
Below is an isolated molecule of C5H6S, with properties calculated with ωB97M-V with the def2-TZVPD basis set.

SMILES string: CCc1cc1=S
2S+1: 1
Gap between HOMO and LUMO in eV: 8.54

```
12
Properties=species:S:1:pos:R:3:forces:R:3
C -0.13944 1.22227 1.27773 1.502 0.376 -0.029
C -0.41801 0.53972 0.14867 -1.432 0.761 1.591
C -1.33863 1.54755 0.62573 -0.852 -0.678 -0.537
C 1.19125 -1.10006 -0.45123 1.228 0.433 -1.603
C -0.14860 -0.64530 -0.66807 -4.410 0.699 -2.207
S -2.85042 2.21376 0.47596 1.253 -0.235 0.169
H 0.64667 1.40922 2.05951 -1.211 -0.257 -0.769
H 1.79670 -0.27970 -0.80069 0.882 0.033 -0.036
H 1.41985 -1.97689 -1.00452 0.420 -0.904 -0.100
H 1.26970 -1.15367 0.57511 0.967 -0.799 2.242
H -0.98194 -1.39493 -0.51156 0.847 0.621 0.543
H -0.44712 -0.38197 -1.72664 0.803 -0.050 0.734
```
Positions in Å, forces in eV/Å.



Table of energy above the lowest of the compared OMol25 structures with the same formula, charge and spin (kJ/mol), in record order: 246.24; 99.29; 143.49; 116.55; 441.31; 199.56